[1]
{
  "formula": "C16H24N2O7",
  "method": "ωB97M-V/def2-TZVPD",
  "homo_energy_ha": -0.2757,
  "energy_ev": -34288.5496,
  "e_above_lowest_kj_mol": 534.5,
  "multiplicity": 1,
  "smiles": "CCOC(=O)[C@@H](O)[C@H]1OC[C@@](O)(NNc2ccc(OCC)cc2)[C@H]1O",
  "max_force_ha_per_bohr": 0.09916,
  "lumo_ev": 0.48,
  "species": ["C", "C", "O", "C", "O", "C", "O", "C", "O", "C", "C", "O", "N", "N", "C", "C", "C", "C", "O", "C", "C", "C", "C", "C", "O", "H", "H", "H", "H", "H", "H", "H", "H", "H", "H", "H", "H", "H", "H", "H", "H", "H", "H", "H", "H", "H", "H", "H", "H"],
  "positions_angstrom": [[-5.578, 5.613, 2.051], [-5.434, 4.141, 1.625], [-4.389, 3.400, 2.410], [-3.785, 2.391, 1.584], [-4.274, 2.065, 0.536], [-2.615, 1.531, 2.329], [-2.765, 0.093, 2.204], [-1.293, 2.110, 1.737], [-0.194, 1.850, 2.654], [1.048, 2.064, 1.899], [0.660, 1.961, 0.393], [1.182, 3.002, -0.392], [1.312, 0.779, -0.281], [1.327, -0.525, 0.254], [1.804, -1.695, -0.318], [2.848, -1.470, -1.244], [3.493, -2.591, -1.706], [3.181, -3.915, -1.335], [3.849, -5.025, -1.810], [4.139, -5.008, -3.179], [3.847, -6.283, -3.950], [2.141, -4.087, -0.408], [1.496, -2.953, 0.046], [-0.920, 1.705, 0.310], [-1.143, 0.323, -0.019], [-5.974, 5.735, 3.097], [-6.288, 6.026, 1.372], [-4.697, 6.183, 1.960], [-5.231, 4.287, 0.543], [-6.311, 3.492, 1.753], [-2.580, 1.887, 3.387], [-2.579, -0.241, 1.251], [-1.472, 3.237, 1.880], [1.665, 2.917, 2.162], [1.710, 1.201, 2.130], [0.845, 2.773, -1.256], [2.195, 0.988, -0.786], [0.734, -0.693, 1.039], [3.158, -0.406, -1.573], [4.001, -2.377, -2.638], [3.618, -4.282, -3.847], [5.205, -4.783, -3.466], [2.768, -6.410, -4.170], [4.325, -7.201, -3.507], [4.205, -6.082, -5.007], [1.895, -5.085, 0.025], [0.640, -2.943, 0.781], [-1.505, 2.377, -0.317], [-0.269, -0.076, -0.204]]
}

---

[2]
{
  "formula": "C5H29N2O7",
  "method": "ωB97M-V/def2-TZVPD",
  "homo_energy_ha": -0.4818,
  "energy_ev": -22963.1385,
  "e_above_lowest_kj_mol": 155.8,
  "multiplicity": 1,
  "charge": 1,
  "max_force_ha_per_bohr": 0.05634,
  "lumo_ev": -2.60,
  "species": ["N", "C", "C", "C", "C", "C", "N", "H", "H", "H", "H", "H", "H", "H", "H", "H", "H", "H", "H", "H", "H", "H", "H", "H", "O", "H", "H", "O", "H", "H", "O", "H", "H", "O", "H", "H", "O", "H", "H", "O", "H", "H", "O"],
  "positions_angstrom": [[-0.119, -0.539, -1.190], [-1.189, 0.174, -0.446], [-2.296, -0.827, -0.019], [-1.713, -1.908, 0.905], [-3.394, -0.078, 0.717], [-0.573, 1.095, 0.603], [0.837, 1.306, 0.221], [-0.023, -1.488, -0.827], [0.723, 0.031, -0.937], [-0.141, -0.547, -2.201], [-1.747, 0.755, -1.187], [-2.687, -1.260, -0.914], [-2.460, -2.547, 1.384], [-1.271, -1.483, 1.809], [-1.043, -2.526, 0.320], [-3.047, 0.434, 1.617], [-4.243, -0.696, 1.000], [-3.778, 0.763, 0.127], [-0.611, 0.552, 1.547], [-1.071, 2.050, 0.723], [1.491, 1.040, 0.961], [1.075, 2.284, 0.150], [3.037, 0.525, 1.622], [3.371, 1.926, 1.829], [3.256, 1.309, 1.094], [-0.540, -1.910, -4.456], [-0.518, -0.413, -4.477], [0.063, -1.166, -4.346], [-1.373, 4.046, -2.271], [0.183, 3.621, -1.981], [-0.744, 3.353, -2.081], [2.514, 3.149, -1.680], [2.340, 4.612, -1.306], [1.912, 3.891, -1.779], [1.846, -0.841, 3.209], [1.452, 0.382, 4.089], [1.774, 0.128, 3.221], [1.887, -3.354, -0.925], [0.573, -4.075, -0.402], [1.116, -3.283, -0.357], [2.382, -3.235, 2.255], [0.956, -2.764, 1.997], [1.792, -2.487, 2.381]]
}

---

[3]
{
  "formula": "C4H6S",
  "method": "ωB97M-V/def2-TZVPD",
  "homo_energy_ha": -0.3109,
  "energy_ev": -15074.8985,
  "e_above_lowest_kj_mol": 472.2,
  "multiplicity": 1,
  "max_force_ha_per_bohr": 0.10907,
  "lumo_ev": -0.59,
  "species": ["C", "C", "C", "C", "H", "H", "H", "H", "H", "H", "S"],
  "positions_angstrom": [[0.294, 1.454, 0.105], [0.227, -0.024, 0.244], [1.182, -1.078, -0.094], [-1.165, -0.731, 0.225], [0.074, 1.967, 1.013], [-0.890, 1.760, -0.495], [1.424, 1.873, -0.791], [2.261, -1.132, -0.627], [0.760, -2.126, 0.221], [-1.527, -1.910, 0.267], [-2.639, -0.051, -0.068]]
}